# 1
# C2H4N6

A single C2H4N6 molecule (ωB97M-V/def2-TZVPD, the OMol25 dataset).

Computed properties:
E_tot: -11075.752 eV
HOMO energy: -9.5962 eV
Total charge: 0
SMILES: [H]/N=c1/cnnnn1N
Energy relative to the best compared isomer or geometry (same formula, charge and spin): 56.8 kcal per mole

Each line ends with the natural charge from an NBO analysis.
Positions of all 12 atoms, in Å:
1 N 0.993 0.021 1.588  -0.636
2 N -1.204 1.823 -0.433  -0.066
3 N 0.658 -1.762 -0.624  -0.648
4 N -0.421 1.500 0.491  0.008
5 N 0.176 0.301 0.504  -0.112
6 N -1.530 0.946 -1.475  -0.241
7 C -0.924 -0.197 -1.485  0.061
8 C 0.083 -0.626 -0.521  0.309
9 H 1.274 -1.865 0.158  0.353
10 H 1.725 0.709 1.635  0.372
11 H -1.244 -0.920 -2.269  0.224
12 H 0.414 0.071 2.432  0.375

Cartesian forces, eV/Å:
N -0.560 -0.293 0.501
N 0.064 0.467 0.229
N -0.581 1.040 -0.363
N -0.451 0.212 -0.479
N 0.262 -0.170 -0.169
N 0.822 -1.092 0.511
C -1.028 0.327 -0.910
C -0.305 -1.000 -0.341
H 0.592 -0.339 0.634
H 0.253 0.284 0.092
H 0.500 0.567 0.617
H 0.432 -0.002 -0.321



# 2
# C21H9Cl28N3O3S

A molecular structure, C21H9Cl28N3O3S (ωB97M-V/def2-TZVPD, the OMol25 dataset).

Computed properties:
E_tot: -393989.305 eV
HOMO energy: -9.0230 eV
Total charge: 0

Each line ends with the natural charge from an NBO analysis.
Positions of all 65 atoms, in Å:
1 Cl 5.344 -4.397 0.892  0.074
2 Cl -7.201 0.585 -5.937  0.055
3 Cl -5.510 1.429 -0.335  0.054
4 Cl -8.103 2.195 0.705  0.059
5 Cl 6.741 -6.918 1.283  0.037
6 Cl -5.709 2.731 2.245  0.060
7 Cl -3.593 3.754 -2.791  0.052
8 Cl 3.202 -4.825 7.159  0.055
9 Cl 2.467 -3.747 4.573  0.054
10 Cl 7.807 -4.945 -0.550  0.045
11 Cl 1.843 -0.891 -5.696  0.050
12 Cl 5.388 -6.389 -1.225  0.040
13 Cl -7.823 -0.360 3.197  0.053
14 Cl -6.395 -2.845 3.598  0.051
15 Cl 1.407 -6.302 5.433  0.057
16 Cl 3.810 1.059 -4.854  0.063
17 Cl -7.373 1.906 -3.366  0.055
18 Cl -7.797 -2.366 1.110  0.053
19 Cl 2.384 -0.507 -2.880  0.037
20 Cl -4.998 6.250 -3.212  0.047
21 Cl -2.559 5.696 -4.673  0.056
22 Cl -5.387 -0.883 1.720  0.060
23 Cl 0.997 1.540 -4.374  0.069
24 Cl 0.509 -3.861 6.706  0.055
25 Cl -9.783 1.349 -4.873  0.055
26 Cl -7.936 3.381 -5.792  0.056
27 Cl -4.981 4.226 -5.281  0.056
28 Cl -6.239 4.226 -0.177  0.063
29 S -2.711 1.467 -0.528  0.867
30 O 1.608 2.807 -1.697  -0.437
31 O 4.994 0.542 -1.469  -0.500
32 O 1.879 4.636 -0.654  -0.231
33 N -1.318 2.086 -1.223  -0.574
34 N 1.269 4.169 -1.541  0.424
35 N -2.123 0.654 0.806  -0.585
36 C 2.259 0.302 -4.452  -0.215
37 C -6.392 2.646 0.612  -0.218
38 C -8.074 1.805 -4.992  -0.219
39 C 5.214 -0.434 1.833  -0.244
40 C 2.148 1.559 0.363  -0.043
41 C 1.168 2.042 -0.601  0.318
42 C -0.273 1.699 -0.393  0.033
43 C 4.375 -2.690 2.584  -0.243
44 C 1.639 0.746 1.538  -0.204
45 C -0.770 0.869 0.794  0.124
46 C 6.322 -5.664 0.099  -0.221
47 C 4.419 0.583 -0.409  0.583
48 C -6.850 -1.613 2.406  -0.220
49 C 1.896 -4.684 5.969  -0.219
50 C 0.267 0.389 1.786  -0.212
51 C 4.391 -0.631 0.605  -0.039
52 C -4.032 4.982 -3.990  -0.216
53 C 3.579 -1.817 0.342  -0.229
54 C 3.662 1.885 0.116  -0.538
55 C 3.574 -2.889 1.359  -0.234
56 C 5.199 -1.500 2.841  -0.211
57 H 3.835 2.776 -0.534  0.264
58 H 4.118 2.077 1.137  0.236
59 H 2.942 -3.805 1.221  0.253
60 H 2.395 0.380 2.283  0.238
61 H 5.804 0.514 1.952  0.231
62 H 5.785 -1.343 3.775  0.234
63 H 2.976 -1.911 -0.601  0.236
64 H -0.052 -0.241 2.657  0.245
65 H 4.367 -3.483 3.396  0.244

Cartesian forces, eV/Å:
Cl 1.696 -1.604 -0.940
Cl -0.082 0.143 0.105
Cl -1.203 0.456 -0.132
Cl 0.184 0.069 -0.074
Cl -0.041 0.105 -0.116
Cl -0.042 -0.018 -0.208
Cl -0.016 0.230 -0.205
Cl -0.133 0.028 -0.150
Cl -0.490 -0.255 0.563
Cl -0.168 -0.078 0.069
Cl 0.055 0.082 0.129
Cl 0.085 0.078 0.141
Cl 0.114 -0.170 -0.038
Cl -0.060 0.109 -0.115
Cl 0.066 0.191 0.050
Cl -0.184 -0.113 0.092
Cl -0.052 -0.003 -0.173
Cl 0.094 0.098 0.129
Cl -0.139 0.011 -0.205
Cl 0.076 -0.116 -0.070
Cl -0.153 -0.072 0.104
Cl -0.185 -0.430 0.424
Cl 0.070 -0.239 -0.170
Cl 0.153 -0.085 -0.079
Cl 0.186 0.050 -0.010
Cl -0.370 -0.266 -0.013
Cl 0.361 0.190 0.249
Cl 0.001 -0.205 0.058
S 3.098 -0.038 0.116
O -1.043 -2.123 0.669
O -0.425 0.015 0.882
O -0.899 0.003 -0.614
N 0.940 -1.579 2.702
N 0.914 1.655 0.874
N 2.078 1.391 -1.322
C -0.036 0.150 -0.112
C -0.140 0.070 0.087
C 0.011 -0.001 0.039
C -1.715 -2.320 -0.579
C -2.571 0.527 -1.246
C 1.261 -1.610 2.621
C -1.424 -0.041 -0.174
C -0.144 1.127 -0.213
C -1.524 -0.169 -0.216
C 1.281 0.313 -0.429
C 0.163 -0.113 -0.029
C -0.327 -0.032 0.533
C 0.080 -0.027 -0.004
C -0.133 -0.039 0.050
C 1.007 1.154 -1.785
C 0.353 -0.277 0.777
C 0.030 -0.077 -0.064
C 1.237 0.155 2.173
C -0.096 -1.036 1.215
C 0.199 3.182 0.745
C -1.346 0.526 -2.503
H -0.302 -1.012 0.402
H -0.476 -0.046 -1.093
H 0.649 1.219 0.287
H -0.764 0.448 -0.890
H -0.674 -1.196 -0.064
H -0.617 -0.492 -0.833
H 0.763 0.128 1.153
H 0.510 0.818 -0.993
H 0.261 1.163 -1.572



# 3
# C5H6N6

2 unconnected molecules or ions with the total composition C5H6N6 (ωB97M-V/def2-TZVPD, the OMol25 dataset).

Computed properties:
E_tot: -14219.659 eV
HOMO energy: -9.3381 eV
Total charge: 0
SMILES: [H]/N=C(\N)NC#N.N#CC=C=N
Energy relative to the best compared isomer or geometry (same formula, charge and spin): 94.8 kcal per mole

Each line ends with the natural charge from an NBO analysis.
Positions of all 17 atoms, in Å:
1 N -1.210 -0.040 0.280  -0.861
2 N 0.549 -0.623 2.989  -0.588
3 N -1.416 -0.701 -1.980  -0.720
4 N 2.484 -2.256 -0.592  -0.338
5 N 1.980 1.496 0.223  -0.365
6 N 0.496 0.231 -1.186  -0.657
7 C 2.602 -0.993 1.622  -0.555
8 C 1.523 -0.670 2.295  0.512
9 C -0.750 -0.214 -1.038  0.587
10 C 1.327 0.876 -0.459  0.431
11 C 2.563 -1.646 0.380  0.277
12 H 0.890 -0.204 -2.025  0.451
13 H -2.228 -0.145 0.422  0.401
14 H -0.266 0.076 2.870  0.398
15 H -0.675 0.376 1.025  0.383
16 H 3.677 -0.785 2.008  0.295
17 H -2.323 -1.165 -1.586  0.348

Cartesian forces, eV/Å:
N -1.457 -0.506 -0.427
N -2.734 1.250 0.059
N -2.150 -1.821 -0.107
N 0.110 0.144 -0.361
N 1.962 1.871 1.717
N 1.588 -1.710 -4.515
C 3.039 0.392 1.049
C 0.435 -0.534 -0.110
C -2.892 0.447 3.874
C -0.908 0.384 0.337
C -0.546 -0.717 0.002
H 0.128 0.316 0.153
H 1.315 0.220 -0.067
H 2.219 -1.156 0.555
H 0.013 0.060 -0.559
H -2.237 0.076 -0.529
H 2.116 1.286 -1.072



# 4
# C3H6N2O2

A single C3H6N2O2 molecule (ωB97M-V/def2-TZVPD, the OMol25 dataset).

Computed properties:
E_tot: -10276.311 eV
HOMO energy (alpha / beta): -8.0996 / -8.0997 eV
Total charge: 0
Energy relative to the best compared isomer or geometry (same formula, charge and spin): 195.7 kcal per mole

Each line ends with the natural charge from an NBO analysis.
Positions of all 13 atoms, in Å:
1 O 1.423 0.098 -0.421  -0.295
2 O -1.548 1.422 -0.032  -0.720
3 N -0.315 -1.162 0.143  -0.146
4 N 0.656 -0.457 0.531  0.194
5 C -2.328 0.395 -0.217  -0.014
6 C 2.640 0.537 0.112  -0.247
7 C -1.528 -1.075 -0.082  0.148
8 H -2.195 -1.969 -0.218  0.216
9 H 3.191 0.971 -0.620  0.201
10 H -2.884 0.196 -1.101  0.151
11 H -2.943 0.124 0.639  0.134
12 H 3.296 -0.412 0.523  0.181
13 H 2.535 1.330 0.743  0.197

Cartesian forces, eV/Å:
O -1.183 -1.306 -0.931
O -0.657 -1.138 -0.615
N 1.516 1.199 -0.230
N -0.872 0.513 0.579
C 2.831 0.631 2.340
C 1.624 -4.722 1.484
C -1.659 -0.819 -0.947
H 1.049 0.682 0.069
H 1.395 0.709 -2.925
H -0.498 0.011 -1.494
H -1.070 0.079 0.689
H -1.757 2.569 -0.677
H -0.718 1.592 2.658